1.
Computed, not measured: a cluster of 2 separate species, C2H2BrO2P in total in a non-equilibrium geometry, with ωB97M-V with the def2-TZVPD basis set.

Each line ends with the Löwdin charge.
Cartesian coordinates (Å):
C  0.230  -1.699  0.735  -0.0340
C  0.213  -0.389  0.776  -0.6164
O  -0.915  2.571  -2.443  -0.4720
O  -0.718  0.675  -1.038  -0.5042
P  -0.362  2.156  -1.165  0.5201
Br  0.465  1.083  1.750  0.8454
H  0.994  -2.099  1.594  0.1537
H  0.092  -2.299  -0.209  0.1074

Its energy relative to the best compared isomer or geometry (same formula, charge and spin) is 71.35 kcal/mol. Its HOMO energy (alpha / beta) is -9.1 / -9.1 eV. The LUMO energy (alpha / beta) comes out at -2.18 / -2.18 eV.

***

2.
Computed, not measured: the ion C3H4N3 with charge +1 in a non-equilibrium geometry, with ωB97M-V with the def2-TZVPD basis set.

Each line ends with the Mulliken spin population.
Cartesian coordinates (Å):
C  -0.335  -1.014  0.140  1.0087
C  -2.121  -0.622  -0.019  0.4168
C  1.606  0.257  0.046  0.0154
N  -1.887  0.569  0.066  0.0558
N  -0.708  1.134  0.032  0.6085
N  0.205  0.154  -0.046  -0.0945
H  -2.899  -1.429  -0.186  0.0056
H  2.215  0.791  -0.845  -0.0049
H  1.913  -0.721  -0.004  -0.0042
H  2.012  0.881  0.816  -0.0072

As for the spin multiplicity: 3. Its expectation value of S² is 2.034. Its energy relative to the best compared isomer or geometry (same formula, charge and spin) is 87.21 kcal/mol. The total charge is +1. Its HOMO energy (alpha / beta) is -16.0 / -16.4 eV. The LUMO energy (alpha / beta) comes out at -5.20 / -8.45 eV.

***

3.
Computed, not measured: a cluster of 2 separate species, C4H9NO in total in a non-equilibrium geometry, with ωB97M-V with the def2-TZVPD basis set.

Each line ends with the Löwdin charge.
Cartesian coordinates (Å):
O  1.888  -0.574  -0.020  0.0496
C  0.739  -0.589  -0.362  -0.3256
C  -0.163  0.964  -0.328  -0.2956
C  -0.292  -0.174  0.696  -0.2264
C  -1.711  -0.732  0.710  -0.0492
N  -1.053  1.146  -1.232  0.0962
H  0.392  -1.322  -1.108  0.1528
H  0.463  1.797  0.002  0.1439
H  3.009  -0.002  2.588  0.0216
H  0.217  0.042  1.619  0.1296
H  -2.202  -0.627  1.672  0.0802
H  -2.209  -0.220  -0.112  0.0532
H  -1.671  -1.785  0.430  0.0749
H  3.452  -0.105  2.002  0.0212
H  -0.707  1.244  -2.182  0.0735

Its energy relative to the best compared isomer or geometry (same formula, charge and spin) is 126.95 kcal/mol. Its HOMO energy is -9.1 eV. The LUMO energy comes out at -1.00 eV.

***

DFT total energy list, top to bottom, in eV: -85528.7261; -7630.4498; -7826.8149